The following is a quantum chemistry calculation of a 9-piece molecular cluster, C55H91IN9O4PSSi overall at a distorted geometry, from OMol25.

As for the LUMO energy: 0.2 eV. As for the SMILES: C[C@@H](C[Si@](CCCI)(CCCNCc1ccccc1O)P(O)(O)=S)OCc1ccccc1.CCCC#N.CCCC#N.CCCC#N.CCCC#N.CCCC#N.CCCC#N.CCCC#N.CCCC#N. As for the highest occupied orbital energy: -8.61 eV. As for the gap between HOMO and LUMO: 0.3243 Eh.

XYZ file:
```
163
Properties=species:S:1:pos:R:3:forces:R:3:mulliken_charge:R:1
C -0.0063 0.0134 -2.7891 0.048 -0.224 0.246 0.96
H 7.3924 5.5950 -2.4336 -0.157 0.061 0.027 0.32
C 8.7532 -0.3765 -4.6404 0.308 -0.126 0.041 -0.44
H -0.5270 2.5460 0.4621 -0.418 -0.766 -0.762 0.83
H -7.3758 0.0761 1.9777 0.519 0.549 -1.217 0.10
C -11.5670 -1.3219 4.3292 -0.055 0.001 -0.013 -1.17
H -7.2912 3.0494 -5.7135 -0.097 -0.117 0.028 0.24
H 10.5191 -1.5779 -4.3054 -0.053 -0.011 0.042 0.36
C 2.5903 -0.4940 4.6335 -0.376 -0.132 0.395 0.68
C 3.0253 0.2819 5.8807 -0.074 0.206 0.287 -0.15
H 1.4977 -4.4952 7.1987 0.103 0.050 0.017 0.35
C -0.6719 -4.3868 1.1150 -0.302 0.188 -2.631 -0.75
H -1.1375 -1.8627 2.1483 -0.192 0.279 -0.813 0.24
C 2.7825 -3.0198 7.9962 -0.431 -0.261 -0.387 0.27
C 1.0362 -4.4432 9.9656 -0.045 0.006 0.062 -1.19
C 0.3307 4.2342 -1.9918 0.399 0.601 -0.840 -0.78
H 0.8532 5.0729 -2.5412 -0.493 -0.764 0.672 0.42
H 5.6031 -0.1131 4.1205 -0.018 -0.054 -0.103 0.03
H -8.9949 -2.2330 4.9781 0.041 0.101 -0.001 0.35
H 3.3337 -1.2537 4.3861 -0.156 -0.050 -0.059 -0.10
C -8.3196 3.4159 -5.7066 -0.205 -0.005 0.524 -0.31
H 0.7638 2.6922 -3.5822 0.204 0.261 0.974 0.46
H 1.0602 0.9601 6.5326 0.023 -0.002 -0.068 0.34
C -7.2699 1.2745 0.0221 1.529 -0.978 0.627 -0.57
C 6.4888 -1.1153 2.4288 0.110 0.525 -0.025 -0.18
H -9.7240 6.5510 -5.0963 -0.009 -0.046 -0.048 0.34
H 2.2981 2.6412 0.6856 0.357 -0.226 0.052 0.36
C 5.4719 4.7863 -2.0908 0.481 0.325 0.182 0.30
C 3.0173 -3.7557 -4.6336 -0.076 -0.001 -0.013 -1.24
H -7.7380 5.4560 -6.0620 0.050 -0.138 0.009 0.33
H 4.6921 -2.6608 -5.4052 -0.473 -0.048 -0.062 -0.01
H -2.3639 -0.0608 -1.8854 -0.634 -0.257 -0.925 -0.93
C -0.4753 -5.6472 -1.1368 -0.863 2.327 0.461 -0.56
H -11.4692 -0.2519 4.5238 0.056 -0.053 0.023 0.36
C -4.3002 1.5096 -2.5876 -0.661 0.307 -0.249 0.32
C 7.5899 3.5656 -1.7014 -0.015 -0.325 0.135 -0.38
H -3.4681 2.2047 -2.2837 -0.604 -0.495 0.021 -0.61
H 2.4934 0.1782 3.7770 -0.109 -0.106 -0.028 0.19
N -8.5613 0.8680 4.5130 -0.063 -0.073 -0.055 -0.45
H 9.0648 0.3724 -3.9078 -0.134 0.031 -0.044 0.25
O -0.9202 -0.8198 0.2836 -0.197 0.517 0.493 0.20
N -3.8152 0.4157 -3.4504 0.164 0.357 0.956 -0.39
H -7.6386 2.0163 -2.6197 0.374 0.728 0.578 0.25
Si 0.4907 1.3284 -1.4859 -1.289 0.305 -1.169 -1.63
H 3.0221 -0.9536 -4.6895 -0.111 0.034 0.020 -0.27
N 3.8335 -2.6488 8.2777 -0.109 0.025 -0.033 -0.51
C -5.1147 1.0456 -1.3441 -1.633 0.134 1.347 0.23
N 6.4184 -2.2137 -6.4434 0.576 0.304 -0.026 -0.54
H 9.0960 -0.0304 -5.6193 -0.106 0.056 0.049 0.34
H -1.3246 1.6026 -3.7615 -0.001 -0.882 -0.046 0.35
H 1.1270 -5.4689 9.5984 0.012 0.038 0.038 0.30
H -11.5630 -1.8477 5.2876 -0.018 0.043 -0.030 0.30
C 1.4220 -3.4954 7.6322 0.315 0.306 0.389 0.20
H -5.0780 -0.9598 1.6226 -0.236 0.633 -0.823 0.30
H -2.6364 -1.7786 1.1138 0.917 0.375 -0.004 -0.15
H -8.2742 1.7250 0.2056 1.019 -0.238 -0.574 0.40
C -4.6691 0.1132 -0.3213 -1.424 0.320 0.753 0.74
H -8.3018 -2.0667 3.3602 0.056 0.089 0.089 0.28
H 8.6468 3.6987 -1.4558 -0.046 0.126 -0.061 0.33
C 7.2313 0.0760 1.9418 -0.341 -0.547 -0.050 0.25
C -6.7909 0.3420 1.0567 1.677 0.370 -2.158 -0.01
H -0.2013 -6.5311 -1.7549 -0.181 0.625 0.949 0.36
C -6.4613 1.6308 -1.1518 0.236 -1.659 2.233 -0.18
H 1.0074 -2.8279 6.8745 0.132 -0.128 0.071 -0.23
H 5.5446 -1.1881 1.8846 0.116 0.061 -0.130 0.00
H -5.0052 2.1256 -3.2173 0.707 -0.540 0.799 0.52
H -12.5401 -1.4785 3.8604 0.040 -0.023 0.049 0.34
H 0.3027 -0.1738 2.4845 -0.579 0.879 -0.455 -0.23
H -0.4807 -3.8318 8.5758 0.065 0.081 -0.117 0.35
C -1.3244 -3.2981 -1.0393 0.401 -1.155 0.257 0.17
H -8.7433 3.2560 -6.7005 -0.044 -0.084 0.087 0.34
H 3.1459 -0.4066 6.7213 0.095 -0.032 -0.123 0.07
H 7.0751 -2.0107 2.2115 0.024 0.080 -0.027 0.39
C -9.0615 -1.6766 4.0407 -0.115 0.570 -0.116 -0.36
H -0.2732 -0.9268 -2.2248 0.251 0.826 -0.735 -0.51
H 1.9741 -3.9755 -4.8740 0.009 0.050 0.049 0.34
H 3.5558 -4.7055 -4.6300 0.001 0.055 0.025 0.44
O 2.1011 -0.6087 0.6282 0.127 1.386 -0.463 -0.52
H 1.9004 2.0916 5.4584 -0.029 -0.015 0.047 0.30
C -0.8524 1.6694 -0.1731 -0.190 -0.336 0.698 0.08
H -1.1573 -4.4054 -2.9434 0.221 -0.330 1.072 0.41
H 0.5349 4.4365 -0.9042 -0.231 -0.464 -1.022 0.27
N -9.7331 2.0221 -3.9425 1.433 1.303 -1.526 -0.54
C -9.1033 2.6342 -4.7146 -0.949 -1.171 0.961 0.28
C -1.1203 0.4836 0.8389 -1.018 0.929 1.482 0.10
S 3.7137 0.1590 -1.6706 -0.359 0.043 0.058 -0.37
N 7.7940 1.0037 1.5651 0.133 -0.294 0.466 -0.48
C 3.6396 -2.7979 -5.6458 -0.133 -0.463 0.362 -0.25
I -2.2461 5.1100 -0.5585 -0.020 0.003 -0.721 -0.03
H 5.6386 -1.8676 4.2521 -0.010 0.015 -0.102 0.36
H -3.7141 0.7711 -4.4026 0.063 -0.235 0.393 0.40
C 7.4881 -0.9095 4.7654 -0.008 0.021 0.087 -1.44
C 6.9040 4.9350 -1.7140 -0.411 -0.313 -0.320 -0.54
H -10.4959 -1.2936 2.4701 0.114 -0.070 0.024 0.27
H 8.1223 -1.7857 4.6082 -0.013 0.051 0.018 0.33
H -1.0803 0.7983 3.0861 0.615 -0.002 -0.901 0.42
H 7.0002 3.0086 0.3104 0.045 -0.081 -0.062 0.36
H 2.4002 1.9193 7.1463 -0.010 -0.001 -0.065 0.40
H 2.5067 -1.3758 0.1787 -0.102 0.420 0.148 0.25
H -1.0972 0.0004 -4.6820 -0.334 0.835 0.689 0.36
C -1.2519 0.4886 -3.6828 0.368 -1.427 1.038 -0.49
N 0.4151 -1.6984 -6.3238 0.089 -0.017 0.067 -0.55
H 3.4445 -0.7792 -6.3980 -0.130 0.028 0.008 0.38
H 7.2406 -0.8561 5.8272 0.022 -0.056 -0.047 0.40
N 0.2739 -1.6739 5.0725 0.122 0.117 -0.049 -0.69
H -2.2193 0.5470 1.1105 1.010 -0.011 -0.346 0.10
C -8.7789 -0.2411 4.3081 0.133 -0.651 0.038 0.16
H -1.8385 1.9673 -0.6230 0.966 -0.230 0.177 -0.25
H 3.0566 -3.3384 -3.6232 -0.032 -0.024 -0.026 0.22
C 6.7702 -1.4550 -5.6542 0.110 0.452 0.323 0.25
C 2.0368 1.3750 6.2730 0.022 0.043 0.008 -1.32
C -2.5400 -0.1626 -2.9854 1.025 0.188 -1.577 0.46
C 1.2838 -1.1586 4.8811 0.475 0.180 -0.467 0.03
H 9.2034 -2.4653 -5.0627 -0.056 0.033 0.044 0.35
C -9.7558 5.4858 -5.3316 -0.016 0.044 -0.001 -1.18
C -1.0048 -4.4750 -1.8418 0.341 0.485 2.807 -0.46
H 7.5463 3.1205 -2.7002 0.018 0.156 -0.022 0.20
H -1.7247 -2.4099 -1.5734 0.344 -0.743 0.528 -0.04
C 6.2168 -0.9978 3.9287 0.124 0.013 0.332 0.00
H -10.2367 5.3675 -6.3063 -0.007 0.014 0.054 0.30
H 2.1069 2.9940 -2.3927 -0.923 0.012 -0.313 0.22
C 2.9557 -1.4304 -5.6703 -0.440 -0.332 -0.248 0.46
H 8.0681 -0.0168 4.5221 -0.017 -0.057 -0.069 0.36
H 6.7840 0.4988 -4.8549 -0.110 -0.111 -0.013 0.27
H 6.9654 5.4032 -0.7293 -0.099 -0.020 -0.041 0.30
N 4.3662 4.6715 -2.3815 0.096 -0.041 0.034 -0.45
H -1.3543 5.0628 -3.2077 -0.041 -0.432 1.213 0.58
H -2.5310 -1.2389 -3.3275 0.104 0.917 0.836 0.12
H -1.6896 3.4129 -2.6059 0.422 0.772 0.509 -0.45
H -10.3837 5.0058 -4.5781 0.033 -0.036 -0.057 0.36
H -0.5558 -4.3683 2.2222 -0.020 -0.150 -1.047 0.40
C -8.3467 4.9030 -5.3423 -0.144 0.322 0.085 -0.33
H 0.0391 -6.4928 0.8253 -0.399 1.020 -0.418 0.31
H 3.5937 -3.2535 -6.6385 0.092 0.145 -0.001 0.31
C 6.9637 2.6014 -0.7007 -0.142 0.136 -0.283 -0.80
H 0.2700 1.6294 2.2112 -0.442 -0.766 0.010 0.27
H -3.6698 -0.3680 -0.3891 -0.872 0.467 -0.121 -0.19
C 9.4347 -1.7017 -4.3170 0.059 -0.008 0.004 -1.18
C -10.4530 -1.8315 3.4211 -0.332 0.014 0.003 -0.38
H 4.0020 0.7352 5.6945 -0.014 -0.116 -0.068 0.33
C -5.4755 -0.2539 0.8579 -0.794 1.605 -1.485 -0.91
H 0.8919 -0.2288 -3.4135 -0.702 0.293 0.476 -0.38
H -7.8938 5.0504 -4.3582 0.061 -0.103 -0.079 0.23
O -7.0363 2.5469 -2.0422 0.160 -1.361 -0.325 -0.46
C -1.2091 4.3833 -2.3227 0.666 -0.449 -0.492 -0.08
H 0.4321 -2.5028 9.2770 -0.011 -0.010 -0.134 0.29
H 2.0117 -4.1240 10.3387 -0.009 -0.025 -0.074 0.33
P 2.3403 0.7011 -0.3787 2.229 -0.685 0.295 1.28
O 2.9970 1.9911 0.4801 -1.590 -1.262 -0.292 -0.54
H 5.9200 2.3865 -0.9456 0.010 0.065 -0.018 0.09
H -10.6282 -2.8874 3.2007 0.136 0.030 -0.015 0.33
C 1.5229 -1.5816 -6.0403 0.498 0.391 0.174 0.10
C -1.5102 -1.8371 1.0921 0.067 -1.943 -0.386 0.03
H 7.4973 1.6529 -0.7028 -0.007 0.117 0.048 0.27
H 6.8662 -0.7920 -3.6501 -0.063 -0.029 -0.076 0.20
C -0.3568 0.7017 2.2301 0.067 -0.442 0.001 -0.95
C 0.5221 -3.5139 8.8708 -0.054 -0.140 0.309 -0.52
C -1.1558 -3.2059 0.4088 0.411 -1.439 -1.011 0.41
C 7.2253 -0.4746 -4.6321 0.065 -0.306 -0.470 -0.04
H 0.3498 -4.4464 10.8144 0.025 -0.044 -0.047 0.35
C -0.3452 -5.5766 0.3096 -0.265 0.695 -0.391 -0.41
H 9.1246 -2.0728 -3.3367 0.023 -0.003 -0.048 0.28
C 0.9910 2.8928 -2.4996 0.131 0.226 0.782 -0.05
```
Positions in Å, forces in eV/Å.